(1)
# C30H58FN5O12

6 unconnected molecules or ions with the total composition C30H58FN5O12 at a distorted geometry (ωB97M-V/def2-TZVPD, the OMol25 dataset).

```
106
Properties=species:S:1:pos:R:3:forces:R:3
H 1.89569 -3.39528 2.93600 0.00 0.05 0.03
H -2.33258 -0.58015 1.69667 0.14 0.28 0.08
H 1.41089 -2.59428 -1.31969 0.39 0.20 -0.37
C 2.76047 -4.18749 4.54282 -0.09 -0.19 -0.31
H -5.81840 -4.87622 -0.53216 -0.21 0.04 0.10
H 1.04064 -1.49036 4.25780 0.08 0.21 0.09
H -3.82586 -3.51066 -7.46160 0.39 -0.01 0.38
H -2.29125 -1.50513 -6.63716 0.13 -0.40 0.44
H 3.69621 -1.67349 0.45156 -0.31 0.26 -0.42
C -1.13303 -4.23784 -3.21983 -0.28 3.74 -0.96
C -6.27119 -4.54119 -1.46666 0.48 0.24 -0.02
O -1.16746 -2.85482 -5.43655 0.02 1.73 0.14
H 4.23687 6.49736 1.16186 0.16 0.13 -0.15
C 0.82522 2.28852 1.79072 0.67 -0.22 0.04
C -6.72467 -6.22498 -3.86675 -0.01 -0.04 -0.06
H 7.40502 4.43639 1.86706 0.10 0.18 0.03
C 2.09428 -1.76087 4.27837 -0.03 -0.27 -0.25
H 4.09442 -3.17667 5.88757 -0.09 0.08 0.11
H 3.67793 -4.83154 6.35326 -0.05 -0.02 -0.13
H 1.71796 7.52688 3.36768 -0.14 0.07 0.02
O -2.22681 -3.44196 -3.56274 0.39 0.21 0.34
O 0.01075 -3.44175 -3.17998 -1.27 -0.47 1.50
C 2.35489 0.01639 0.05899 -0.27 -0.57 -0.26
H 6.41373 5.89687 1.69057 -0.08 -0.05 0.00
H -0.98311 -2.40078 -1.13488 0.18 0.36 -0.35
H 1.13530 -1.92345 -4.70675 -0.48 -0.04 0.47
H -7.57043 -5.53658 -3.90703 -0.06 -0.09 0.12
C -1.60668 -2.30703 -4.22905 -0.34 -1.24 0.72
H 2.22639 10.91669 5.12376 -0.16 -0.06 0.13
H -6.51838 -3.48213 -1.37698 -0.15 -0.06 0.18
C 1.64883 -0.49372 -3.16072 0.68 -0.06 -0.68
C -2.07508 -2.58599 -6.51022 -0.39 -0.86 -1.44
N -5.31211 -4.71306 -2.54351 -0.24 -0.20 -0.20
H 5.13011 5.84402 -0.24199 0.02 0.16 0.09
N 5.35746 4.07665 1.86059 -0.17 0.20 -0.16
O 3.41936 3.51984 0.88627 0.07 0.21 -0.04
H 2.13188 0.21906 -3.86294 -0.30 -0.28 0.31
C -3.36568 -3.44001 -6.45807 -0.35 0.65 0.40
H 0.78748 2.52171 0.71037 -0.02 0.06 0.53
O 2.80219 -5.30139 4.04335 0.05 0.03 0.11
H -6.86537 -6.94068 -3.05533 -0.14 0.07 0.01
H 1.85249 7.74154 1.61705 0.10 0.06 0.02
H 2.48517 -1.60421 5.28001 0.03 -0.17 -0.02
C -0.46663 -2.08148 -3.18359 0.98 0.55 -3.95
C 3.28740 -3.90982 5.92987 0.03 -0.06 0.05
H 1.27318 0.10772 -0.18241 0.49 0.10 0.07
C -3.27082 -0.05313 1.50475 0.21 -0.35 -0.48
C -5.43759 -5.46093 -3.67206 0.36 0.17 0.06
H -4.42720 -4.23008 -2.47968 -0.02 -0.02 -0.02
H 2.90794 9.47602 5.90635 -0.20 0.01 0.09
H -0.31622 -0.78494 -1.36326 -0.25 -0.11 -0.49
O -2.50219 0.15337 -2.13481 -1.30 3.89 -0.85
H -3.17309 0.53764 0.59055 0.18 0.21 0.16
H 0.05438 -0.54249 -4.62920 0.15 -0.26 0.41
C -5.73940 -0.28757 3.13548 -0.05 0.00 0.03
H -1.54156 -2.88120 -7.43409 0.04 0.15 0.59
C 4.29799 4.35554 1.05714 -0.08 -0.20 -0.06
N -4.30663 -1.03762 1.29057 -0.39 -0.02 0.36
C 0.59752 -1.27437 -3.99630 0.36 1.14 1.10
C 2.68114 -1.49345 0.04972 -0.30 0.10 0.19
H -3.19680 -4.44124 -6.03602 0.08 0.39 -0.33
C 2.43846 -2.20074 -1.32548 0.85 -0.24 0.21
C -0.96223 -1.53534 -1.83229 -0.87 -2.13 1.15
C 2.43771 9.85355 4.99662 0.47 0.23 0.00
C 3.17262 8.97701 2.74281 0.25 0.11 -0.07
H 1.50523 9.32319 4.83242 0.06 -0.01 -0.07
H -4.18152 -1.69156 0.53360 -0.04 0.04 0.02
H -5.79600 0.74362 2.78288 0.11 0.02 0.11
H 4.25739 10.13996 3.93873 -0.04 0.00 0.01
H -0.14433 2.43807 2.28346 0.30 -0.30 -0.25
H -6.67637 -6.77043 -4.80570 0.11 0.07 0.02
N 3.35792 9.68645 3.88765 -0.21 -0.22 -0.19
C -2.38321 -0.95407 -1.86173 1.61 -2.42 0.20
H -2.27590 -1.44317 -4.39613 -0.02 -0.59 0.36
H -4.95762 -0.38071 3.89108 0.01 0.15 -0.02
H 1.58687 2.95373 2.23122 -0.32 -0.21 -0.34
H 2.63624 -1.12692 3.57774 -0.06 0.17 0.14
O 0.75287 -0.04578 2.40705 -1.29 -0.87 0.58
H 1.99694 -1.96872 0.78216 0.36 0.28 -0.24
H -7.18212 -5.10500 -1.64197 0.06 -0.01 -0.07
H -3.47612 0.61151 2.33801 -0.13 -0.10 0.00
C 1.33362 0.85770 1.91619 0.92 1.19 -0.47
H 3.59489 -0.64521 -2.27542 -0.20 -0.47 -0.21
H 5.32359 3.15346 2.26626 0.03 0.03 -0.03
C 4.26047 5.71266 0.40347 -0.08 -0.04 0.04
C -5.46380 -1.21985 1.98132 -0.07 -0.23 -0.18
O -6.23788 -2.10975 1.66410 0.00 0.07 0.06
O -4.52669 -5.49657 -4.48467 -0.23 -0.21 -0.10
H 2.88927 0.59603 -0.70980 0.06 -0.19 0.49
N 2.22882 -3.14296 3.85378 0.20 -0.12 0.38
O 2.59138 0.61855 1.35696 -0.88 0.27 -0.52
H 3.10420 -3.08646 -1.33528 -0.51 0.27 0.08
O 4.05218 8.93289 1.89516 -0.07 -0.12 0.03
C 6.48473 4.93164 2.18201 -0.04 -0.45 0.17
H 2.48513 -3.54394 6.57253 0.10 0.12 0.02
H 3.25827 -1.96361 -3.39330 -0.39 0.02 0.37
F -3.48298 -1.71209 -1.58536 0.84 -0.23 0.07
H 1.20439 0.14937 -2.37860 0.05 -0.40 -0.35
H 6.51717 5.08266 3.26254 0.14 0.16 -0.04
C 2.80732 -1.36398 -2.58395 -0.40 0.80 0.51
O -1.19876 -5.36536 -3.03586 0.18 -3.40 0.81
H 1.03223 8.97725 2.58011 -0.05 -0.10 0.10
H 3.36301 5.79339 -0.20482 0.01 -0.12 0.04
H -4.13579 -2.96941 -5.81365 0.41 -0.26 -0.18
H -6.69166 -0.55217 3.58742 0.03 -0.08 -0.10
C 1.85511 8.26100 2.57195 0.01 -0.04 -0.06
```
Forces are in eV/Å.

Results
energy: -66789.623 eV
HOMO-LUMO gap: 9.306 eV
SMILES string: CCO[C@H]1OC(=O)O[C@]1(CCCCCCOC(C)=O)CC(=O)F.CNC(C)=O.CNC(C)=O.CNC(C)=O.CNC(C)=O.CNC(C)=O
total charge: 0
F_max: 0.082 hartree/bohr
2S+1: 1
LUMO: 0.0118 hartree


(2)
# C30H58KN4O2PSiTe

A molecular structure, C30H58KN4O2PSiTe at a distorted geometry (ωB97M-V/def2-TZVPD, the OMol25 dataset).

```
98
Properties=species:S:1:pos:R:3:forces:R:3
H 4.35313 -4.83485 -0.62303 -0.05 -0.02 -0.02
H 1.73877 -1.93596 -2.50450 0.03 -0.03 0.03
H -1.97350 3.14296 -3.80517 0.01 0.01 0.02
H -3.66626 6.84047 5.22738 0.00 0.00 -0.01
C 3.07486 -5.06837 1.98131 0.00 -0.08 0.01
H 3.85032 4.58512 -0.46822 -0.03 0.00 -0.02
H 4.79780 -2.85225 1.04581 -0.03 0.02 0.00
C 3.67049 2.08155 1.17665 0.12 -0.03 0.21
H 3.08895 2.55245 1.97175 0.01 -0.02 -0.03
P 2.88532 2.37721 -0.40350 -0.56 -0.42 -0.05
H 4.13787 0.63758 -1.43420 -0.02 0.02 0.00
H 1.93558 -4.76946 -2.89514 -0.02 0.00 0.04
C 2.75314 -2.33064 -2.37354 0.01 0.00 -0.07
C -3.46998 0.17956 -4.03969 0.05 0.02 0.02
C -2.39020 -1.26178 3.19713 0.01 -0.08 0.03
N -0.95405 1.40774 -4.38439 -0.07 -0.04 0.06
C -4.52764 5.11518 2.44621 0.04 -0.03 -0.02
H 3.70867 1.00326 1.35271 0.00 0.03 -0.01
H -3.32947 0.74348 -1.46478 -0.02 -0.02 -0.01
H 4.34568 -4.61348 -2.37502 0.00 0.04 0.01
C 1.76829 -4.52992 -1.83449 -0.02 -0.02 -0.06
H -2.61618 2.34185 -5.24909 -0.01 -0.01 -0.02
H 4.68700 2.47940 1.19332 -0.03 -0.01 0.01
C -2.63642 -2.29426 2.07725 -0.01 0.07 0.00
C -0.42075 1.18004 -3.03864 -0.08 -0.01 0.00
H -3.50197 -2.92077 2.28886 -0.01 0.01 0.02
H 0.84707 -5.63997 0.57977 0.03 0.01 -0.02
Si 2.28741 -2.69653 0.37802 0.05 -0.03 -0.06
C 1.62393 -3.34141 3.01539 0.03 -0.04 0.06
N -1.37756 0.46438 -2.17746 0.05 -0.09 0.09
H 2.46682 -2.72435 3.34539 -0.03 -0.05 -0.05
C -2.22994 4.69370 3.02594 0.10 -0.04 0.03
C 4.18376 -4.10261 -1.41468 0.04 -0.04 -0.02
H 3.97930 -4.55110 2.31201 -0.03 0.00 -0.02
H -2.45759 0.93773 2.97551 0.01 -0.01 0.01
N -3.20088 1.48735 -3.42874 0.08 -0.05 -0.01
H -0.78725 -1.41927 -2.89138 0.01 0.00 -0.01
H 2.55814 4.35828 -1.67407 0.02 0.01 0.02
C 1.92453 -4.09663 1.71010 0.03 0.04 0.04
C -3.31726 4.47196 2.18369 -0.01 -0.09 -0.07
H -3.52692 3.96556 0.08479 -0.02 0.03 0.00
H 2.13301 4.59109 0.02286 0.04 0.00 0.01
C 2.86822 4.14593 -0.64964 -0.04 0.29 -0.06
H -0.17974 2.13563 -2.56999 0.00 0.01 -0.01
H -5.60223 6.45871 3.72115 0.02 -0.01 0.00
C 4.03524 -2.07054 0.95621 0.01 0.08 0.03
H 0.75709 -2.67942 2.90412 0.03 -0.04 -0.02
C 2.78119 -3.48607 -1.36175 0.04 0.04 0.05
C -4.65810 5.96371 3.53214 0.06 0.00 0.02
O -2.57419 -0.07364 1.20826 -0.06 -0.23 -0.09
C 3.99963 1.70308 -1.62715 0.16 -0.08 -0.16
H -3.73484 2.59434 1.18140 -0.02 0.02 0.01
N -2.26076 -0.64103 -4.16327 0.02 0.08 0.03
H 1.40020 -4.05333 3.82393 0.01 0.05 -0.04
H -4.00514 0.10377 2.69845 -0.02 0.00 0.00
H -1.32183 -1.16733 3.39829 0.00 0.00 0.01
C -2.19874 2.17438 -4.25510 0.01 -0.06 0.02
C -2.36914 5.54525 4.12135 0.00 0.00 -0.03
H 3.11322 -2.66806 -3.35736 -0.03 0.02 0.04
H 0.73509 -4.17845 -1.73192 0.05 0.02 0.01
C 0.66980 -4.90536 1.36465 -0.06 0.03 0.07
H 3.96607 -1.56534 1.92747 0.01 -0.03 -0.05
H -1.77803 -2.95170 1.94413 -0.01 0.04 -0.01
C -1.28438 0.10195 -4.96938 -0.03 0.02 0.05
H 2.80297 -5.78610 2.77056 0.01 0.05 -0.03
C -3.18058 3.51878 1.01445 -0.06 0.03 0.20
H 0.49678 0.59112 -3.10885 0.00 -0.01 -0.01
H -3.93341 -1.47323 0.50788 -0.04 -0.01 0.02
H -0.14634 -4.25599 1.02570 0.05 -0.01 0.01
H -1.52122 5.71287 4.77553 0.00 0.00 -0.01
H 1.85284 -5.46510 -1.27823 0.04 0.02 0.02
H 0.31410 -5.45496 2.24912 0.02 0.02 -0.05
C -3.57259 6.17872 4.37593 -0.06 -0.01 -0.04
H -2.25329 -1.68283 -0.01439 0.02 -0.02 0.02
H -1.69416 0.25468 -5.96878 -0.02 0.01 -0.02
H -0.37189 -0.48995 -5.05492 0.02 -0.01 0.02
H -0.71375 3.23418 3.51925 0.00 0.01 0.04
H 4.42338 -1.33074 0.24149 -0.03 -0.04 0.04
C -2.88895 -1.42121 0.83165 0.12 0.08 0.08
Te -1.10296 3.06135 0.85110 0.07 0.20 -0.14
H 3.33168 -5.65120 1.09299 -0.03 0.01 0.02
C -0.91348 3.99315 2.76421 -0.12 0.08 0.05
H -3.89780 0.33313 -5.03145 0.00 0.01 -0.03
H 4.96439 -3.34358 -1.31759 -0.04 0.01 0.02
H -2.42027 -1.35713 -2.20555 -0.04 0.00 -0.01
H -2.38218 2.22907 -1.65955 0.01 0.01 -0.01
H -0.07996 4.69269 2.75268 -0.02 0.04 0.02
H 3.38920 -1.49326 -2.06135 -0.01 -0.07 0.01
O 1.50548 1.77531 -0.47517 1.26 1.24 -0.37
H 3.56244 1.82309 -2.61939 0.01 0.00 0.02
H -2.88664 -1.51711 4.13281 0.00 -0.02 -0.02
C -2.91567 0.02744 2.58787 0.05 0.06 -0.10
H -5.37223 4.94630 1.78765 0.02 0.00 0.01
C -2.61211 1.25858 -2.10669 0.06 -0.03 -0.07
C -1.69870 -0.82043 -2.82359 0.04 0.09 -0.04
H 4.96995 2.20216 -1.59639 -0.02 -0.02 0.00
H -4.19896 -0.35354 -3.42699 -0.01 -0.01 0.02
K 0.36929 -0.07705 0.25990 -1.11 -1.02 0.35
```
Forces are in eV/Å.

Results
energy: -82891.646 eV
HOMO-LUMO gap: 5.330 eV
total charge: 0
F_max: 0.035 hartree/bohr
2S+1: 1
LUMO: -0.0005 hartree
energy above the lowest of the compared OMol25 structures with the same formula, charge and spin: 14.9 kJ/mol